1.
ORCA calculation (ωB97M-V/def2-TZVPD) on C26H68F6HgN4O26S4Zn as an isolated structure in a non-equilibrium geometry.

Results
Kohn-Sham gap: 4.5221 eV
net charge: -2
E_LUMO: 3.09 eV
strongest force on any atom: 3.8 eV Å⁻¹

The geometry in XYZ format:
```
136
Properties=species:S:1:pos:R:3:mulliken_charge:R:1
Hg 0.78 3.81 -2.24 2.561
Zn -2.48 -0.30 -2.38 1.687
S -2.39 2.27 -3.03 0.884
O -3.53 2.91 -3.66 -0.823
O -2.74 1.60 -1.75 -0.777
O -2.02 1.04 -3.82 -0.702
O -1.24 3.15 -2.80 -0.359
S 3.99 3.81 -0.49 0.953
O 5.11 3.94 -1.45 -0.804
O 4.09 2.47 0.14 -0.600
O 4.03 4.93 0.48 -0.803
O 2.70 3.88 -1.28 -1.224
C 0.93 0.09 0.51 -0.893
F -0.18 0.55 1.09 -0.070
F 1.99 0.70 0.94 -0.024
F 1.01 -1.22 0.81 0.024
S 0.78 0.20 -1.35 0.281
O 1.82 -0.66 -1.87 -0.318
O -0.58 -0.24 -1.67 -0.054
O 1.01 1.59 -1.68 0.120
C -1.14 -4.26 -4.41 0.580
F 0.18 -4.14 -4.23 -0.228
F -1.46 -3.46 -5.43 -0.234
F -1.43 -5.52 -4.69 -0.239
S -1.98 -3.66 -2.84 1.178
O -2.17 -2.21 -2.99 -1.270
O -3.22 -4.39 -2.75 -0.730
O -1.05 -3.96 -1.78 -1.053
C -4.61 -1.33 -0.86 -0.267
C -5.12 -1.23 -2.30 -0.924
O -4.44 -0.25 -3.13 -0.187
O -3.22 -1.10 -0.67 0.494
H -4.91 -2.29 -0.42 0.436
H -5.19 -0.65 -0.21 0.212
H -6.18 -1.01 -2.27 0.460
H -5.03 -2.21 -2.79 0.374
H -4.98 -0.19 -3.92 0.238
H -2.95 -1.49 0.19 -0.225
C 5.12 -0.59 0.15 0.082
C 5.33 -0.81 -1.33 -0.061
O 5.47 0.43 -1.97 -0.463
O 6.04 0.34 0.72 -0.521
H 5.24 -1.51 0.72 0.537
H 4.10 -0.22 0.29 -0.372
H 4.40 -1.30 -1.65 -0.130
H 6.14 -1.51 -1.58 0.332
H 5.27 0.39 -2.90 0.276
H 6.55 -0.10 1.40 0.331
C 2.18 -0.86 -5.39 -0.903
C 0.66 -0.79 -5.43 0.489
O 0.23 0.55 -5.54 -0.577
O 2.80 -0.19 -4.32 -0.367
H 2.63 -0.47 -6.31 0.329
H 2.51 -1.91 -5.37 0.311
H 0.35 -1.29 -4.51 -0.427
H 0.28 -1.31 -6.31 0.354
H -0.52 0.75 -4.94 0.341
H 2.48 -0.47 -3.42 0.273
C 2.09 -4.29 -0.44 0.406
C 3.16 -4.29 0.63 -0.293
O 4.45 -4.56 0.05 -0.567
O 0.80 -4.31 0.16 -0.562
H 2.31 -5.19 -1.04 0.345
H 2.11 -3.46 -1.15 -0.336
H 3.04 -5.10 1.36 0.313
H 3.24 -3.35 1.18 0.012
H 4.54 -5.49 -0.13 0.305
H 0.15 -4.17 -0.55 0.689
C -0.30 1.01 5.10 -1.285
C 1.01 0.34 5.56 0.268
C 0.75 -0.31 6.92 -0.693
O 0.03 0.56 7.77 -0.281
C -0.28 -0.02 9.01 -0.780
N 1.42 -0.65 4.59 -0.460
H -1.13 0.30 5.11 0.239
H -0.20 1.53 4.15 0.337
H -0.66 1.76 5.81 0.560
H 1.74 1.13 5.69 0.401
H 1.71 -0.62 7.33 0.374
H 0.13 -1.21 6.77 0.236
H -1.24 -0.56 8.98 0.283
H -0.48 0.85 9.65 0.254
H 0.55 -0.57 9.45 0.307
H 0.71 -1.38 4.51 0.055
H 1.56 -0.30 3.66 0.256
C 0.21 4.15 -5.68 -1.254
C 1.67 3.90 -5.29 0.429
C 2.43 5.16 -4.86 -0.896
O 1.98 5.54 -3.60 -0.083
C 2.66 6.66 -3.06 -0.945
N 1.71 2.89 -4.23 0.217
H 0.07 4.88 -6.47 0.503
H -0.35 4.50 -4.81 0.121
H -0.24 3.19 -5.94 0.259
H 2.13 3.54 -6.23 0.427
H 2.33 5.90 -5.68 0.390
H 3.49 4.91 -4.88 0.457
H 2.53 7.56 -3.68 0.300
H 3.74 6.52 -3.11 0.333
H 2.28 6.79 -2.05 0.225
H 2.66 2.50 -4.11 0.169
H 1.31 2.00 -4.55 -0.506
C -3.50 -2.84 3.70 -1.630
C -2.06 -2.47 3.38 2.037
C -1.09 -3.56 3.87 -1.300
O 0.25 -3.17 3.76 0.165
C 1.14 -4.12 4.29 -1.027
N -2.01 -2.30 1.89 0.111
H -3.67 -3.92 3.60 0.426
H -4.22 -2.35 3.04 0.301
H -3.77 -2.42 4.68 0.381
H -1.78 -1.53 3.86 -1.140
H -1.31 -4.46 3.28 0.286
H -1.28 -3.64 4.95 0.446
H 1.14 -5.04 3.69 0.254
H 0.82 -4.40 5.31 0.400
H 2.14 -3.72 4.39 0.268
H -2.13 -3.24 1.50 0.258
H -1.01 -2.18 1.69 -0.472
C -2.40 3.21 2.92 -1.624
C -3.00 2.54 1.69 1.842
C -4.49 2.30 1.79 -0.833
O -4.90 1.61 2.97 -0.477
C -4.58 0.24 2.95 -0.401
N -2.72 3.42 0.53 -0.542
H -1.35 3.43 2.75 0.417
H -2.39 2.56 3.80 0.189
H -2.96 4.12 3.15 0.389
H -2.39 1.65 1.48 -0.780
H -4.89 1.80 0.89 0.326
H -4.95 3.29 1.84 0.467
H -4.96 -0.14 3.90 0.202
H -3.49 0.14 2.89 0.178
H -5.04 -0.32 2.13 0.209
H -3.49 4.10 0.52 0.328
H -2.89 2.89 -0.34 0.308
```

2.
ORCA calculation (ωB97M-V/def2-TZVPD) on a 2-piece molecular cluster, C13H19N overall in a non-equilibrium geometry.

Results
spin multiplicity: 2
Kohn-Sham gap (alpha / beta): 9.4649 / 6.2693 eV
ΔE to the lowest compared entry with this formula, charge and spin: 134.6 kJ/mol
net charge: +1
E_LUMO (alpha / beta): -3.68 / -7.08 eV
strongest force on any atom: 3.3 eV Å⁻¹

The geometry in XYZ format:
```
33
Properties=species:S:1:pos:R:3:mulliken_charge:R:1
C 0.71 -1.11 2.65 0.812
C 1.00 0.26 1.94 -0.608
C 0.24 -0.91 4.09 -1.698
C -0.13 -2.05 1.84 -1.027
H 1.72 -1.48 2.83 0.171
H 0.42 0.54 1.08 -0.202
H -0.74 -0.43 4.21 0.389
H 0.43 -1.83 4.65 0.406
H 0.95 -0.27 4.63 0.456
H -1.09 -2.28 2.34 0.363
H -0.45 -1.77 0.84 0.012
H 1.98 0.10 1.49 0.270
H 0.97 1.10 2.64 0.413
H 0.28 -3.06 1.72 0.390
C 2.34 1.52 -1.93 -1.146
C 0.14 2.54 -0.81 -0.472
C 0.99 1.55 -1.34 0.579
C -1.03 0.66 -0.77 -0.330
C 0.17 0.32 -1.38 1.361
C -2.04 -0.27 -0.65 -0.825
C 0.36 -0.92 -1.98 -0.400
C -1.90 -1.47 -1.37 -0.563
C -0.66 -1.85 -1.95 -0.683
N -1.04 2.03 -0.46 0.058
H 0.37 3.59 -0.88 0.456
H -1.70 2.45 0.18 0.276
H 2.49 0.68 -2.61 0.312
H 3.00 1.32 -1.07 0.313
H -3.02 0.13 -0.41 0.403
H 1.30 -1.16 -2.46 0.345
H -2.64 -2.25 -1.23 0.394
H -0.56 -2.88 -2.23 0.403
H 2.58 2.34 -2.61 0.372
```

3.
ORCA calculation (ωB97M-V/def2-TZVPD) on C17H22O5 as an isolated structure in a non-equilibrium geometry.

Results
Kohn-Sham gap: 8.9771 eV
ΔE to the lowest compared entry with this formula, charge and spin: 1617.2 kJ/mol
E_LUMO: 0.54 eV
strongest force on any atom: 18.1 eV Å⁻¹

The geometry in XYZ format:
```
44
Properties=species:S:1:pos:R:3:mulliken_charge:R:1
C 7.27 -2.30 1.67 -0.775
C 7.07 -2.07 0.32 -0.353
C 6.78 -0.60 -0.25 -0.912
C 5.22 -0.69 -0.66 0.664
O 4.74 -1.34 -1.78 -0.615
O 4.37 -0.12 0.34 -0.378
C 2.93 -0.09 0.23 -1.054
C 2.63 1.22 -0.98 -1.092
C 1.11 1.29 -1.27 -1.070
C 0.33 1.57 0.02 -0.575
C -1.24 1.94 -0.34 -1.205
C -2.15 2.20 0.74 -0.484
O -3.40 2.03 0.40 -0.182
C -4.14 1.18 0.37 1.370
C -5.50 1.30 -0.19 -1.236
C -6.42 0.23 -0.13 -0.744
C -5.88 -1.21 -0.01 0.589
C -4.63 -1.33 0.41 -0.821
C -3.62 -0.11 0.47 -0.774
H -2.75 -0.38 0.96 0.431
H -4.30 -2.29 0.40 0.487
C -6.98 -2.06 -0.13 0.242
O -8.02 -1.90 -0.56 -0.455
O -6.39 -3.32 0.10 -0.506
H -7.00 -3.88 -0.48 0.325
H -7.29 0.45 -0.57 0.463
H -5.80 2.15 -0.21 0.654
H -1.74 3.26 1.18 0.210
H -1.98 1.35 1.77 0.255
H -1.26 2.48 -1.05 0.985
H -1.51 0.92 -0.84 0.314
H 0.61 2.53 0.33 0.312
H 0.42 0.89 0.82 0.444
H 0.98 1.88 -1.97 0.818
H 0.81 0.23 -1.58 0.256
H 3.25 1.28 -1.75 0.689
H 3.00 2.14 -0.56 0.485
H 2.68 -0.89 -0.12 0.652
H 2.56 0.20 1.07 0.542
H 7.11 -0.38 -1.01 0.648
H 6.88 0.00 0.69 0.200
H 6.69 -2.79 -0.16 0.580
H 7.31 -3.34 1.97 0.226
H 7.24 -1.65 2.34 0.391
```

4.
ORCA calculation (ωB97M-V/def2-TZVPD) on a 9-piece molecular cluster, C19H56O9 overall in a non-equilibrium geometry.

Results
Kohn-Sham gap: 9.8482 eV
SMILES string: CC(C)O.CC(C)O.CC(C)O.CC(C)O.CC(C)O.CO.CO.CO.CO
ΔE to the lowest compared entry with this formula, charge and spin: 320.3 kJ/mol
E_LUMO: 0.33 eV
strongest force on any atom: 1.1 eV Å⁻¹

The geometry in XYZ format:
```
84
Properties=species:S:1:pos:R:3:mulliken_charge:R:1
C -3.74 -2.95 -1.33 -1.091
C -4.82 -3.95 -1.71 0.454
C -4.60 -4.61 -3.06 -1.335
O -4.88 -4.91 -0.66 -0.533
H -2.74 -3.37 -1.43 0.184
H -3.88 -2.62 -0.30 0.320
H -3.77 -2.04 -1.92 0.429
H -5.78 -3.42 -1.78 0.152
H -5.40 -5.33 -3.25 0.398
H -3.66 -5.17 -3.10 0.350
H -4.60 -3.85 -3.84 0.330
H -5.37 -5.67 -0.96 0.315
C 0.18 3.29 1.79 -0.463
C 0.29 4.51 2.68 0.341
C -0.95 5.40 2.58 -1.217
O 0.41 4.05 4.03 -0.554
H 1.10 2.71 1.81 0.271
H -0.08 3.52 0.75 0.342
H -0.66 2.69 2.14 -0.315
H 1.18 5.11 2.47 0.307
H -0.93 6.18 3.34 0.353
H -1.82 4.76 2.73 0.251
H -1.11 5.81 1.58 0.336
H 0.76 4.79 4.53 0.324
C 3.03 -1.90 2.82 -0.900
C 4.49 -1.53 2.60 0.926
C 4.79 -0.06 2.88 -1.324
O 5.29 -2.38 3.43 -0.577
H 2.79 -2.89 2.44 0.230
H 2.41 -1.20 2.24 0.069
H 2.76 -1.87 3.87 0.398
H 4.73 -1.76 1.56 -0.126
H 4.68 0.22 3.92 0.344
H 4.26 0.64 2.23 0.298
H 5.85 0.08 2.65 0.323
H 6.02 -2.71 2.91 0.349
C 5.90 -0.39 -2.24 -1.404
C 4.69 -1.27 -2.01 0.670
C 3.39 -0.50 -1.76 -1.038
O 4.54 -2.11 -3.15 -0.590
H 6.06 0.37 -1.48 0.334
H 5.74 0.17 -3.16 0.362
H 6.81 -0.97 -2.39 0.354
H 4.85 -1.91 -1.13 0.040
H 2.51 -1.11 -1.96 0.302
H 3.30 0.32 -2.48 0.328
H 3.38 -0.10 -0.74 0.282
H 4.05 -2.90 -2.89 0.343
C -0.42 3.23 -4.34 -1.341
C -1.46 2.14 -4.15 0.457
C -1.05 1.13 -3.06 -0.312
O -2.71 2.76 -3.79 -0.641
H -0.19 3.66 -3.36 0.259
H -0.81 4.02 -4.97 0.383
H 0.51 2.81 -4.73 0.364
H -1.64 1.63 -5.10 0.357
H -1.18 0.11 -3.39 0.318
H -1.64 1.27 -2.16 -0.346
H -0.02 1.29 -2.76 0.178
H -3.07 3.21 -4.56 0.317
C -0.31 -3.56 2.10 -0.564
O -0.94 -3.19 0.86 -0.441
H -0.12 -2.67 2.70 0.158
H -0.89 -4.29 2.66 0.343
H 0.64 -4.00 1.80 0.250
H -1.36 -3.99 0.53 0.230
C -0.29 0.04 0.35 -0.184
O -1.57 -0.54 0.29 -0.100
H 0.04 0.20 1.39 0.124
H 0.43 -0.59 -0.18 0.257
H -0.30 1.02 -0.13 -0.046
H -1.51 -1.51 0.41 0.143
C -3.18 2.45 -0.05 -0.089
O -2.59 3.29 -1.02 -0.478
H -2.91 1.40 -0.23 -0.123
H -2.90 2.76 0.96 0.014
H -4.27 2.56 -0.09 0.374
H -2.62 2.88 -1.90 0.298
C -2.12 0.34 3.77 -0.319
O -2.92 -0.28 2.77 -0.565
H -2.60 0.38 4.75 0.331
H -1.26 -0.32 3.93 0.118
H -1.80 1.36 3.54 0.038
H -2.42 -0.14 1.94 0.293
```